The following is a DFT calculation (ωB97M-V with the def2-TZVPD basis set) of a single C6H6O molecule in a non-equilibrium geometry.

Last column: Löwdin charge in e.
Cartesian coordinates (Å):
C  -2.650  -0.928  -0.040  0.122
C  -1.579  -0.764  -0.585  -0.083
C  -0.288  -0.190  -0.426  -0.279
C  0.922  -0.384  -0.948  0.004
C  1.914  0.434  -0.178  -0.177
O  1.176  0.894  0.978  -0.121
C  -0.240  0.574  0.862  -0.143
H  -3.658  -1.149  0.198  0.033
H  1.184  -1.056  -1.760  0.120
H  2.805  -0.127  0.142  0.119
H  2.293  1.281  -0.795  0.128
H  -0.733  1.510  1.072  0.108
H  -1.145  -0.095  1.478  0.169

## Properties
structure (SMILES) = C#CC1=CCOC1
LUMO level = 0.6 eV
molecular weight = 94.1 g mol⁻¹